Below is C5H8NP as an isolated structure in a non-equilibrium geometry, with properties calculated with ωB97M-V/def2-TZVPD.

Computed properties:
charge: 0
energy above the lowest of the compared OMol25 structures with the same formula, charge and spin: 587.7 kJ/mol
orbital gap: 8.14 eV
spin multiplicity: 1

Structure (XYZ):
```
15
Properties=species:S:1:pos:R:3:forces:R:3
C -1.3107 0.0508 1.1478 -1.7 -1.4 -2.2
C -2.7512 -0.6495 -0.0790 1.2 2.3 0.0
C -1.3537 0.0374 -0.4356 0.5 0.8 0.7
C -0.1076 -0.3350 0.4677 1.9 2.8 -0.4
C 2.7468 0.3874 -0.6218 1.4 0.9 0.1
N -2.4547 -0.5803 1.3673 0.7 0.6 0.8
P 1.4351 1.2722 0.3524 -2.9 -1.3 -2.4
H -3.4853 0.0444 -0.5376 0.0 -0.5 0.7
H -3.0332 -1.6747 -0.2272 0.2 -0.6 -0.7
H -1.2716 1.0185 -0.9981 -0.2 -1.5 0.6
H 0.4244 -1.2726 0.4917 -0.3 -0.4 0.4
H 2.5592 0.1221 -1.6490 -0.9 0.3 -0.4
H 3.0461 -0.5298 -0.1931 0.3 -1.1 0.8
H 3.7076 0.9760 -0.7118 -1.1 -0.2 0.4
H 1.8488 1.1331 1.6262 0.8 -0.7 1.4
```
Positions in Å, forces in eV/Å.